(1)
This record from the OMol25 dataset describes a 11-piece molecular cluster, C33H69F2N9O15 overall in a non-equilibrium geometry. The level of theory is the ωB97M-V functional and the def2-TZVPD basis.

Geometry as XYZ:
```
128
C33H69F2N9O15 the ωB97M-V functional and the def2-TZVPD basis
O 2.16265 -2.33512 -2.43822
C 2.90806 -2.26974 -1.46322
O 4.20543 -2.54450 -1.49630
C 4.70732 -2.40095 -0.12091
C 3.48977 -2.42734 0.76562
F 3.63818 -1.66638 1.83656
O 2.53970 -1.90594 -0.17185
H 5.43364 -3.17437 0.12885
H 5.18005 -1.43888 0.07671
H 3.46963 -3.46705 1.09227
O 0.56541 1.49114 -1.12572
C 0.11564 0.45454 -0.69689
O -0.08210 0.11752 0.56641
C -0.24134 -1.29686 0.68041
C -0.57139 -1.68243 -0.75150
F -1.89357 -1.92223 -0.85127
O -0.22826 -0.55111 -1.45469
H 0.63187 -1.83835 1.04425
H -1.09671 -1.42212 1.34430
H -0.07774 -2.59943 -1.07326
C 2.41740 -3.57819 6.45886
N 1.50413 -3.07340 5.44987
C 2.07630 -2.52424 4.28169
C 0.19291 -3.05683 5.67623
O -0.63458 -2.52255 4.97388
H 2.90098 -4.36693 5.88257
H 1.88238 -3.91321 7.34747
H 3.17232 -2.86372 6.78710
H 1.39119 -2.25764 3.47692
H 2.68172 -1.63844 4.47382
H 2.64927 -3.38925 3.94767
H -0.04168 -3.69799 6.53999
C 3.25309 4.07325 0.86612
N 2.84090 3.55980 2.16975
C 3.22562 4.51395 3.17971
C 2.04051 2.53554 2.40173
O 1.61534 2.10095 3.46409
H 2.64874 3.73823 0.02313
H 4.22472 3.58680 0.78006
H 3.24410 5.16019 0.94723
H 4.28988 4.59118 2.95727
H 2.74003 5.46829 2.97591
H 3.12188 4.24915 4.23195
H 1.93673 1.89727 1.51063
C -1.44564 4.02842 0.27153
N -1.16647 5.42978 0.59785
C -2.18396 6.53881 0.28077
C 0.04091 5.75606 1.13549
O 0.40798 6.88170 1.31188
H -1.46334 3.61075 1.27818
H -0.55765 3.54749 -0.13871
H -2.33642 3.83757 -0.32696
H -1.87815 7.53412 0.60314
H -2.51805 6.49206 -0.75572
H -3.07111 6.17206 0.79706
H 0.60459 4.88657 1.50758
C 0.05559 1.59506 -4.42867
N -0.35917 1.92153 -5.77151
C 0.00686 3.30067 -6.28206
C -0.87682 0.89853 -6.51907
O -1.13983 0.92261 -7.68268
H -0.39074 0.70092 -3.99346
H -0.28163 2.37717 -3.74846
H 1.11938 1.58366 -4.19134
H 1.07239 3.50730 -6.38223
H -0.29792 3.18671 -7.32237
H -0.44707 4.12535 -5.73256
H -1.02061 0.00476 -5.89243
C 4.59440 1.15350 -3.94273
N 4.67845 1.20675 -2.48790
C 6.03436 1.20903 -1.98886
C 3.51941 1.23934 -1.73283
O 3.61981 1.20640 -0.50057
H 3.63317 0.88121 -4.37863
H 5.30573 0.46558 -4.39976
H 4.83849 2.12570 -4.37090
H 6.08369 1.19910 -0.90002
H 6.52638 0.30626 -2.35085
H 6.45830 2.13695 -2.37269
H 2.58125 1.37622 -2.29259
C -1.65714 0.24917 4.44922
N -2.27234 1.47547 4.05383
C -3.76304 1.39264 3.73003
C -1.59130 2.64209 4.20598
O -2.09896 3.76702 4.04478
H -2.19338 -0.41830 5.12378
H -0.75610 0.25815 5.06252
H -1.53625 -0.42519 3.60145
H -3.93382 0.82020 2.81831
H -4.34156 1.07620 4.59795
H -4.17017 2.37204 3.47876
H -0.58498 2.51394 4.63387
C -1.24455 -4.48061 -2.47218
N -2.67364 -4.04416 -2.69967
C -3.70921 -4.72408 -2.01306
C -2.87150 -2.93769 -3.45108
O -3.94663 -2.41778 -3.59223
H -0.48183 -3.92842 -3.02122
H -1.08734 -5.49469 -2.83964
H -1.00040 -4.54665 -1.41193
H -4.01229 -4.31186 -1.05061
H -4.66676 -4.63912 -2.52685
H -3.54006 -5.80066 -1.99121
H -1.99751 -2.51926 -3.97382
C -2.57423 -4.12027 2.51659
N -1.83640 -5.33498 1.95464
C -2.59188 -6.61654 2.09790
C -0.59327 -5.35989 1.48628
O 0.04702 -4.34793 1.15905
H -3.50604 -3.87237 2.00827
H -2.00537 -3.19578 2.61575
H -2.98554 -4.41088 3.48327
H -2.04175 -7.35642 1.51649
H -2.67704 -6.86696 3.15532
H -3.57967 -6.40392 1.68905
H -0.31321 -6.41053 1.31329
C -2.73016 0.99647 -2.53277
N -3.77788 1.79995 -3.19991
C -5.01612 1.13492 -3.44582
C -3.58649 3.10120 -3.48799
O -4.47912 3.85272 -3.86729
H -1.85893 1.55136 -2.18470
H -2.18803 0.27147 -3.13987
H -3.13411 0.38974 -1.72233
H -4.71508 0.14855 -3.79875
H -5.57144 1.07604 -2.50974
H -5.56604 1.63146 -4.24528
H -2.56561 3.40623 -3.21055
```

Output
- HOMO: -8.28 eV
- Max |F|: 0.0676 hartree/bohr
- Net charge: 0
- Calculated total energy: -84895.5676 eV
- Relative energy (zero: lowest compared OMol25 entry of this formula, charge and spin): 5.102 eV
- SMILES string: O=C1OC[C@@H](F)O1.O=C1OC[C@@H](F)O1.CN(C)C=O.CN(C)C=O.CN(C)C=O.CN(C)C=O.CN(C)C=O.CN(C)C=O.CN(C)C=O.CN(C)C=O.CN(C)C=O
- Multiplicity: 1


(2)
This record from the OMol25 dataset describes C3H4CoO4 as an isolated structure in a non-equilibrium geometry. The level of theory is the ωB97M-V functional and the def2-TZVPD basis.

Geometry as XYZ:
```
12
C3H4CoO4 the ωB97M-V functional and the def2-TZVPD basis
C -1.40548 -1.68351 1.02139
C -2.36366 -0.75032 1.15862
O 1.00096 0.34899 -1.49357
C 1.79029 1.29175 -1.57212
O 3.06933 1.13483 -1.91795
O 1.55420 2.49866 -1.11998
O -0.09021 -1.51839 1.19711
Co 3.39274 2.84311 -1.22341
H -1.62750 -2.62628 0.51040
H -2.19662 0.15449 1.74553
H -3.39478 -1.01926 0.93157
H 0.27073 -0.67407 0.76242
```

Output
- HOMO (spin up / spin down): -12.64 / -12.97 eV
- ⟨S²⟩: 6.0181
- Max |F|: 0.0898 hartree/bohr
- Net charge: +1
- Calculated total energy: -48980.8503 eV
- Relative energy (zero: lowest compared OMol25 entry of this formula, charge and spin): 0.643 eV
- Multiplicity: 5


(3)
This record from the OMol25 dataset describes a 2-piece molecular cluster, C4H8N4O5 overall in a non-equilibrium geometry. The level of theory is the ωB97M-V functional and the def2-TZVPD basis.

Geometry as XYZ:
```
21
C4H8N4O5 the ωB97M-V functional and the def2-TZVPD basis
C 0.14895 -1.44364 0.04478
C 0.07555 -1.58569 1.53234
C 0.03646 0.07818 -1.98738
C -0.28210 -0.14497 -0.55259
N -1.22179 1.90720 -0.42129
N 2.42556 1.13989 0.43355
N -1.15351 0.66578 0.07024
N 1.27070 1.43871 0.26721
O -1.77395 0.42176 1.14333
O 0.58148 2.46868 0.27199
O 0.57466 -2.30740 -0.68396
O -2.04726 2.64670 0.25949
O 3.33008 2.10645 0.76791
H 0.47961 -0.70601 2.02696
H 0.62634 -2.47133 1.83502
H -0.96529 -1.68105 1.83842
H -0.56487 -0.61491 -2.58010
H -0.17968 1.09515 -2.29614
H 1.07807 -0.17097 -2.17636
H -2.31699 2.09074 1.06425
H 2.92946 2.99978 0.77812
```

Output
- HOMO (spin up / spin down): -9.81 / -9.81 eV
- Max |F|: 0.0562 hartree/bohr
- Net charge: 0
- Calculated total energy: -20465.9263 eV
- Relative energy (zero: lowest compared OMol25 entry of this formula, charge and spin): 0.883 eV
- Multiplicity: 1


Q: Look up the net charge of the first one.
A: 0